135
Properties=species:S:1:pos:R:3 method="wB97M-V/def2-TZVPD" total_energy_ha=-21880.515264 lumo_ev=0.3 gap_ev=8.548
C 2.5986 -2.2150 1.8508
C 2.4025 -0.7849 2.3364
O 2.4930 -0.4858 3.5931
O 2.1724 0.2017 1.3872
C 0.7863 0.6460 1.3373
C 0.0743 0.0826 0.0917
C -1.2583 -0.6751 0.3355
C -1.2884 -1.6595 1.5312
C -2.5794 -1.5430 2.3882
P -2.9567 0.0667 3.2034
H 1.6752 -2.6831 1.4806
H 3.3519 -2.2525 1.0464
H 2.9786 -2.8287 2.6834
H 0.2757 0.3945 2.2798
H 0.8272 1.7456 1.2942
H 0.7593 -0.5297 -0.5212
H -0.1765 0.9494 -0.5435
H -1.4379 -1.2804 -0.5720
H -2.0855 0.0509 0.3693
H -1.3140 -2.6804 1.1030
H -0.3947 -1.6154 2.1701
H -2.5431 -2.3553 3.1361
H -3.4392 -1.7386 1.7247
H -3.1999 0.9254 2.1164
H -1.7496 0.5091 3.7895
C -5.5965 3.1052 1.0800
Cl -4.1002 2.7931 0.1924
Cl -5.2706 3.8790 2.6311
H -6.2212 3.7624 0.4855
H -6.1019 2.1622 1.2598
C 5.7756 -4.0290 -0.4212
Cl 4.7498 -2.7664 -1.1148
Cl 4.8343 -5.2717 0.4181
H 6.3365 -4.4924 -1.2256
H 6.4527 -3.5846 0.2961
C 8.3258 -1.7327 -1.9221
Cl 8.7930 -1.3570 -3.5837
Cl 9.1100 -3.2007 -1.3253
H 8.6059 -0.9062 -1.2789
H 7.2497 -1.8777 -1.9042
C 6.0791 -0.3229 -5.7923
Cl 4.9099 0.9401 -6.2072
Cl 5.3598 -1.6087 -4.8173
H 6.4513 -0.7633 -6.7101
H 6.8891 0.1309 -5.2326
C -5.9416 -2.6491 -0.4748
Cl -4.3679 -2.8819 -1.2517
Cl -5.7972 -1.9542 1.1432
H -6.5330 -1.9792 -1.0891
H -6.4288 -3.6136 -0.3886
C 7.5834 -4.2506 3.4018
Cl 8.2290 -3.9359 1.7777
Cl 8.2599 -5.7175 4.1131
H 7.8311 -3.4087 4.0377
H 6.5074 -4.3654 3.3265
C 2.5020 -2.3338 -5.7476
Cl 0.8001 -1.9397 -6.0191
Cl 2.8197 -2.7065 -4.0491
H 2.7618 -3.1984 -6.3471
H 3.1076 -1.4800 -6.0344
C -8.5711 4.7888 4.9472
Cl -8.6457 3.5409 3.6953
Cl -9.5749 6.1896 4.5499
H -8.9255 4.3614 5.8784
H -7.5420 5.1177 5.0485
C -9.4540 10.2532 3.8297
Cl -8.0410 9.2672 3.4494
Cl -10.7805 9.2656 4.4682
H -9.1819 10.9873 4.5796
H -9.7956 10.7451 2.9260
C 11.2267 -7.9286 1.9657
Cl 11.3126 -9.0536 0.6031
Cl 10.1627 -6.5599 1.6306
H 10.8445 -8.4611 2.8295
H 12.2235 -7.5511 2.1638
C -4.3664 -0.1948 -4.1537
Cl -2.7926 -0.4199 -4.9268
Cl -4.1966 0.5371 -2.5555
H -4.9648 0.4585 -4.7787
H -4.8468 -1.1616 -4.0475
C 2.2909 1.2686 -3.5307
Cl 3.8796 1.3321 -2.7589
Cl 1.1922 2.4928 -2.8841
H 2.4113 1.4420 -4.5979
H 1.8602 0.2886 -3.3581
C 13.1762 -4.3734 -2.3089
Cl 12.1124 -3.0830 -2.8786
Cl 12.2800 -5.6294 -1.4434
H 13.6659 -4.8231 -3.1650
H 13.9088 -3.9451 -1.6345
C -13.6518 7.6493 2.9226
Cl -14.6160 8.9621 2.2377
Cl -14.6542 6.5210 3.8474
H -13.1781 7.1073 2.1122
H -12.9053 8.0804 3.5792
C 4.0013 -8.5868 2.3624
Cl 2.8931 -7.3817 1.7007
Cl 3.1454 -9.8627 3.2411
H 4.5505 -9.0385 1.5441
H 4.6820 -8.0933 3.0470
C -13.1080 3.9043 6.2596
Cl -11.6125 3.6111 5.3662
Cl -12.8023 4.6598 7.8292
H -13.7315 4.5679 5.6730
H -13.6062 2.9555 6.4228
C 1.9846 3.4455 -7.2805
Cl 1.0759 2.2924 -6.2903
Cl 1.9307 3.0289 -8.9970
H 1.5507 4.4293 -7.1456
H 3.0196 3.4406 -6.9553
C -0.4666 4.8679 2.9081
Cl -1.5569 3.7069 3.6691
Cl -0.2147 4.5151 1.1921
H -0.9037 5.8567 2.9923
H 0.4905 4.8313 3.4160
C 2.8343 6.0252 -3.0077
Cl 2.6806 4.9123 -4.3701
Cl 1.7208 7.3904 -3.1447
H 2.6092 5.4802 -2.0964
H 3.8489 6.4055 -2.9840
C -3.8981 0.6377 -8.5433
Cl -4.8569 1.9545 -9.2284
Cl -4.9079 -0.5602 -7.7255
H -3.3612 0.1447 -9.3453
H -3.2045 1.0517 -7.8193
C -4.5481 8.1938 2.3405
Cl -3.1514 7.1762 1.9636
Cl -5.8954 7.2512 2.9865
H -4.2550 8.9304 3.0800
H -4.8762 8.6810 1.4294
C 5.0943 -13.3384 3.3153
Cl 5.5881 -13.9358 1.7264
Cl 6.3794 -13.5229 4.5154
H 4.8488 -12.2867 3.2289
H 4.2287 -13.9017 3.6443